# 1
A gas-phase ion, C9H9N2 (charge +1). Source: the OMol25 dataset; level of theory: wB97M-V/def2-TZVPD.

Last column: Löwdin charge in e.
Geometry (Å):
C -2.12 0.49 1.09  -0.07
C -1.67 -0.68 1.46  0.19
C 1.64 -0.54 -0.13  0.04
C 0.68 -1.56 -0.30  -0.09
C -0.77 1.49 -0.69  0.00
C -1.70 -1.34 -1.32  -0.03
C -1.92 0.81 -0.38  -0.26
C 1.52 1.04 -0.16  -0.14
C -0.72 -1.63 -0.38  0.07
N -2.20 -0.10 -1.26  0.18
N 0.24 1.56 0.21  0.05
H -2.73 1.16 1.52  0.09
H -1.58 -1.30 2.36  0.09
H 2.66 -0.91 -0.09  0.10
H 1.01 -2.51 -0.24  0.08
H -0.69 1.69 -1.71  0.14
H -2.20 -1.97 -2.01  0.13
H 2.34 1.61 0.32  0.13
H 1.53 1.33 -1.30  0.16
H 0.02 1.24 1.16  0.14

Output
- HOMO (spin up / spin down): -12.37 / -13.00 eV
- E: -457.2721 a.u.
- M: 145.185 g/mol
- Net charge: +1
- ΔE to the lowest compared entry with this formula, charge and spin: 1019.34 kJ/mol
- Maximum force: 5.07 eV Å⁻¹

***

# 2
C5H13NO in the gas phase. Source: the OMol25 dataset; level of theory: wB97M-V/def2-TZVPD.

Last column: Löwdin charge in e.
Geometry (Å):
C 0.06 -0.08 -0.34  -0.57
C 1.66 0.44 0.46  -0.16
C -0.68 1.02 0.26  -0.14
C -0.32 -1.48 0.09  -0.03
C -2.36 0.84 -0.37  -0.04
N 2.44 -0.72 0.81  -0.03
O 0.28 0.06 -1.70  0.00
H -0.31 -0.54 -2.19  0.10
H 3.03 -0.52 1.60  0.06
H 2.98 -1.06 0.01  0.08
H 2.13 1.00 -0.36  0.09
H 1.62 1.11 1.31  0.10
H -0.77 0.93 1.34  0.10
H -0.39 2.00 -0.10  0.10
H 0.59 -2.04 0.29  0.06
H -0.91 -1.49 1.00  0.09
H -0.87 -2.00 -0.68  0.08
H -3.03 1.21 0.41  0.03
H -2.42 1.48 -1.25  0.04
H -2.72 -0.16 -0.61  0.04

Output
- HOMO: -8.08 eV
- SMILES: CC[C@@](C)(O)CN
- E: -328.2232 a.u.
- M: 103.165 g/mol
- ΔE to the lowest compared entry with this formula, charge and spin: 251.04 kJ/mol
- Maximum force: 6.10 eV Å⁻¹

***

# 3
A molecular structure, C26H19Cl2F12IrNO6PS2. Source: the OMol25 dataset; level of theory: wB97M-V/def2-TZVPD.

Last column: Löwdin charge in e.
Geometry (Å):
Ir 0.97 0.23 0.12  1.01
O -0.56 2.31 1.56  0.29
C -1.52 2.25 1.00  -0.02
C -2.63 1.84 0.26  -0.19
C -3.76 2.66 0.16  0.03
C -4.88 2.15 -0.44  -0.01
C -4.85 0.83 -0.90  0.01
C -3.72 0.04 -0.81  -0.02
C -2.54 0.51 -0.25  -0.19
P -1.03 -0.60 -0.22  0.97
C -1.57 -1.79 1.03  -0.35
C -2.10 -1.30 2.22  -0.09
C -2.48 -2.16 3.23  -0.06
C -2.33 -3.53 3.06  -0.05
C -1.79 -4.03 1.89  -0.05
C -1.40 -3.16 0.87  -0.08
C -1.13 -1.37 -1.87  -0.33
C -0.32 -0.87 -2.89  -0.09
C -0.40 -1.41 -4.16  -0.04
C -1.28 -2.44 -4.44  -0.05
C -2.10 -2.94 -3.43  -0.05
C -2.03 -2.40 -2.15  -0.11
H -3.73 3.67 0.56  0.15
H -5.77 2.75 -0.54  0.13
H -5.75 0.41 -1.35  0.13
H -3.76 -0.96 -1.21  0.11
H -2.22 -0.23 2.38  0.10
H -2.89 -1.77 4.15  0.11
H -2.63 -4.21 3.85  0.12
H -1.65 -5.10 1.76  0.12
H -0.93 -3.56 -0.02  0.12
H 0.37 -0.06 -2.71  0.06
H 0.24 -1.01 -4.94  0.12
H -1.33 -2.87 -5.43  0.12
H -2.79 -3.74 -3.64  0.11
H -2.66 -2.82 -1.38  0.10
F -1.41 3.46 -1.63  0.12
C -0.39 3.93 -2.36  -0.65
F -0.68 3.78 -3.63  0.17
F -0.23 5.21 -2.08  0.17
S 1.20 2.97 -1.99  0.62
O 0.71 1.75 -1.27  -0.55
O 1.68 2.63 -3.28  -0.26
N 2.15 3.89 -1.21  -0.28
S 1.82 4.71 0.12  0.62
O 2.36 6.02 0.03  -0.22
O 0.46 4.51 0.55  -0.29
C 2.87 3.82 1.37  -0.67
F 3.94 3.27 0.81  0.14
F 3.26 4.67 2.31  0.17
F 2.15 2.85 1.95  0.10
C 1.67 -1.37 3.47  0.04
C 2.26 -1.65 2.09  -0.40
O 1.30 -1.36 1.12  -0.34
C 2.56 -3.16 1.94  -0.57
F 1.48 -3.88 2.30  0.16
F 2.86 -3.49 0.69  0.17
F 3.57 -3.52 2.73  0.18
C 3.58 -0.86 1.92  -0.56
F 4.27 -0.78 3.05  0.19
F 3.27 0.41 1.55  0.08
F 4.38 -1.35 0.98  0.15
H 0.73 -1.93 3.56  0.09
H 1.45 -0.31 3.55  0.10
H 2.34 -1.66 4.27  0.11
Cl 3.13 -0.32 -1.64  0.58
C 4.81 0.38 -1.58  -0.93
Cl 4.90 1.90 -2.42  0.61
H 5.44 -0.36 -2.06  0.04
H 5.05 0.51 -0.54  0.01

Output
- HOMO (spin up / spin down): -12.19 / -11.92 eV
- 2S+1: 2
- E: -4868.9043 a.u.
- M: 1027.646 g/mol
- Net charge: +1
- ΔE to the lowest compared entry with this formula, charge and spin: 131.53 kJ/mol
- Maximum force: 1.02 eV Å⁻¹

***

# 4
3 unconnected molecules or ions with the total composition C4H14NO2. Source: the OMol25 dataset; level of theory: wB97M-V/def2-TZVPD.

Last column: Löwdin charge in e.
Geometry (Å):
C 1.52 -0.53 2.44  -0.01
C 0.71 0.81 2.39  -0.15
C 0.10 0.97 1.10  0.09
C -1.25 0.85 0.75  0.14
N -1.65 0.41 -0.57  0.26
H 1.74 -0.93 3.43  0.11
H 2.42 -0.44 1.83  0.10
H 0.92 -1.35 2.01  0.09
H 1.39 1.61 2.70  0.17
H -0.08 0.66 3.14  0.14
H 0.82 1.18 0.29  0.15
H -1.98 1.33 1.40  0.18
H -0.93 -0.12 -1.08  0.15
H -2.53 -0.08 -0.74  0.21
H -1.60 1.26 -1.18  0.21
H -1.72 -2.52 -3.86  0.05
H -0.31 -3.00 -4.08  0.03
O -0.79 -2.31 -3.64  -0.07
H 0.88 -0.06 -2.11  0.07
H 1.55 1.38 -2.27  0.09
O 0.78 0.89 -1.97  -0.04

Output
- HOMO (spin up / spin down): -17.50 / -17.50 eV
- 2S+1: 2
- E: -365.2442 a.u.
- M: 108.161 g/mol
- Net charge: +2
- ΔE to the lowest compared entry with this formula, charge and spin: 153.74 kJ/mol
- Maximum force: 2.63 eV Å⁻¹

***

# 5
C8H16N2O2S2 in the gas phase. Source: the OMol25 dataset; level of theory: wB97M-V/def2-TZVPD.

Last column: Löwdin charge in e.
Geometry (Å):
C -2.70 2.67 0.41  -0.12
C -2.36 0.19 0.30  -0.42
C -2.16 0.50 -1.28  -0.20
C -0.75 0.64 -1.72  -0.48
C 2.86 -0.58 -0.24  -0.53
C 2.50 0.27 1.11  -0.14
C 0.93 0.22 1.31  -0.48
C 1.35 -1.78 2.54  -0.15
H -1.60 2.83 0.49  0.07
H -3.03 3.34 1.32  0.10
H -3.34 3.17 -0.59  0.16
H -2.99 1.30 1.92  0.17
H -2.66 1.48 -1.53  0.09
H -2.71 -0.29 -1.71  0.09
H -0.23 1.16 -0.80  0.06
H -0.82 1.17 -2.63  0.07
H 4.07 -0.36 -0.16  0.13
H 2.54 -1.66 -0.04  0.05
H 2.86 1.36 1.08  0.14
H 2.97 -0.30 1.95  0.07
H -0.48 -1.16 1.82  0.17
H 1.16 -2.62 1.80  0.11
H 1.11 -2.13 3.62  0.12
H 2.41 -1.55 2.46  0.05
N -2.94 1.28 0.86  -0.01
N 0.49 -0.72 2.21  0.01
O -2.29 -0.98 0.84  -0.06
O 0.27 1.12 0.80  -0.02
S 0.16 -1.05 -1.74  0.50
S 2.09 -0.42 -1.90  0.45

Output
- HOMO: -8.62 eV
- SMILES: CNC(=O)CCSSCCC(=O)NC
- E: -1370.6876 a.u.
- M: 236.362 g/mol
- ΔE to the lowest compared entry with this formula, charge and spin: 398.32 kJ/mol
- Maximum force: 4.94 eV Å⁻¹

***

# 6
A molecular structure, C25H75BeN13O8P4. Source: the OMol25 dataset; level of theory: wB97M-V/def2-TZVPD.

Last column: Löwdin charge in e.
Geometry (Å):
Be 0.14 -3.64 0.76  0.01
C -0.53 -5.36 0.63  0.11
O -0.80 -2.76 -0.24  -0.11
H -0.87 -5.67 1.64  0.07
H -1.20 -5.09 -0.13  -0.02
H 0.22 -5.93 0.00  0.07
N 2.68 -3.92 0.04  -0.44
O 1.62 -3.67 0.73  -0.06
O 3.39 -2.94 -0.27  0.06
O 2.88 -5.13 -0.16  0.06
O -1.57 -1.99 -5.82  -0.27
P -0.27 -2.39 -5.32  0.55
N 0.87 -2.42 -6.58  -0.31
C 2.23 -1.90 -6.63  -0.14
C 0.49 -3.09 -7.83  -0.12
N -0.28 -3.95 -4.55  -0.27
C -1.45 -4.32 -3.66  -0.11
C 0.98 -4.51 -4.00  -0.13
N 0.55 -1.47 -4.14  -0.28
C 0.15 -1.77 -2.73  -0.12
C 0.47 -0.04 -4.39  -0.15
H 2.98 -2.73 -6.62  0.09
H 2.56 -1.27 -5.80  0.06
H 2.35 -1.30 -7.58  0.09
H 1.04 -4.05 -7.94  0.09
H 0.84 -2.47 -8.61  0.05
H -0.61 -3.31 -7.98  0.10
H -2.26 -3.68 -4.00  0.06
H -1.85 -5.32 -3.80  0.08
H -1.29 -4.05 -2.58  0.06
H 1.89 -4.54 -4.67  0.09
H 1.33 -4.01 -3.11  0.04
H 0.81 -5.62 -3.83  0.09
H -0.94 -1.87 -2.70  0.08
H 0.61 -2.68 -2.40  0.02
H 0.43 -0.98 -2.05  0.08
H 1.09 0.56 -3.78  0.06
H -0.58 0.33 -4.22  0.09
H 0.81 0.13 -5.43  0.08
O 1.72 1.79 -0.12  -0.28
P 2.94 2.12 0.67  0.53
N 4.31 2.09 -0.28  -0.33
C 5.35 1.11 -0.26  -0.11
C 4.20 2.82 -1.53  -0.13
N 3.27 1.03 1.89  -0.31
C 4.18 1.43 2.95  -0.12
C 2.98 -0.39 1.46  -0.08
N 2.92 3.65 1.37  -0.28
C 1.60 4.14 1.85  -0.08
C 4.02 4.62 1.32  -0.11
H 5.34 0.66 0.75  0.07
H 6.31 1.62 -0.34  0.08
H 5.23 0.37 -1.06  0.10
H 4.00 2.12 -2.35  0.08
H 5.21 3.24 -1.81  0.09
H 3.52 3.68 -1.49  0.09
H 5.21 1.60 2.58  0.07
H 3.92 2.35 3.46  0.07
H 4.26 0.66 3.72  0.08
H 3.31 -1.07 2.29  0.08
H 1.91 -0.39 1.26  0.07
H 3.62 -0.67 0.63  0.05
H 1.40 5.10 1.39  0.07
H 0.80 3.37 1.65  0.07
H 1.56 4.37 2.91  0.07
H 4.50 4.83 2.26  0.07
H 3.70 5.56 0.93  0.07
H 4.81 4.23 0.68  0.07
O -2.85 4.03 1.63  -0.31
P -3.35 3.61 0.30  0.54
N -4.55 2.44 0.38  -0.29
C -4.82 1.43 -0.70  -0.06
C -5.10 2.20 1.70  -0.12
N -2.17 3.11 -0.79  -0.30
C -0.99 2.43 -0.25  -0.12
C -2.04 3.69 -2.12  -0.09
N -3.98 5.00 -0.47  -0.33
C -3.26 6.23 -0.16  -0.11
C -5.12 5.13 -1.33  -0.12
H -5.71 1.71 -1.23  0.06
H -5.00 0.45 -0.26  0.07
H -3.95 1.33 -1.33  0.07
H -5.14 1.09 1.83  0.08
H -6.08 2.69 1.87  0.08
H -4.47 2.74 2.40  0.05
H -0.25 3.22 0.03  0.07
H -1.23 1.80 0.61  0.05
H -0.54 1.76 -0.98  0.06
H -2.98 3.84 -2.66  0.06
H -1.59 4.68 -2.05  0.07
H -1.43 2.97 -2.69  0.09
H -3.99 7.01 0.03  0.07
H -2.66 6.08 0.75  0.07
H -2.54 6.51 -0.96  0.08
H -4.83 5.13 -2.36  0.06
H -5.62 6.09 -1.04  0.10
H -5.73 4.28 -1.10  0.06
O -0.69 -3.23 2.52  -0.24
P -0.67 -2.17 3.59  0.57
N -1.76 -0.95 3.38  -0.29
C -3.12 -1.07 4.05  -0.05
C -1.75 -0.20 2.07  -0.07
N 0.82 -1.45 3.76  -0.27
C 1.92 -2.27 4.26  -0.10
C 0.89 -0.03 4.15  -0.09
N -1.02 -2.86 5.08  -0.29
C -0.61 -2.47 6.47  -0.04
C -2.04 -3.88 5.09  -0.13
H -3.21 -2.00 4.60  0.02
H -3.84 -1.10 3.19  0.09
H -3.39 -0.23 4.71  0.09
H -2.13 0.79 2.38  0.09
H -2.45 -0.65 1.36  0.08
H -0.69 -0.14 1.78  0.08
H 2.86 -2.13 3.73  0.07
H 2.05 -2.10 5.30  0.06
H 1.64 -3.32 4.11  0.09
H -0.10 0.41 4.28  0.07
H 1.51 0.14 5.03  0.09
H 1.45 0.47 3.32  0.07
H -1.45 -1.87 6.81  0.08
H -0.53 -3.37 7.09  0.09
H 0.21 -1.80 6.47  0.05
H -2.06 -4.48 4.19  0.08
H -3.00 -3.43 5.25  0.06
H -1.84 -4.52 5.94  0.09

Output
- HOMO: -8.23 eV
- E: -3691.3376 a.u.
- M: 818.866 g/mol
- Maximum force: 4.20 eV Å⁻¹

***

# 7
A molecular structure, C28H39BF3N6S3Sn. Source: the OMol25 dataset; level of theory: wB97M-V/def2-TZVPD.

Last column: Löwdin charge in e.
Geometry (Å):
Sn -0.36 -2.96 3.24  0.83
C 4.38 -2.17 2.36  -0.02
C 3.42 -1.53 1.39  -0.20
C 3.79 -1.19 0.12  0.12
C 2.88 -0.58 -0.78  -0.16
N 1.63 -0.39 -0.42  0.21
N 1.27 -0.74 0.83  0.03
B -0.20 -0.37 0.92  -0.62
N -1.09 -0.96 -0.16  0.04
N -1.53 -0.06 -1.06  0.23
C -2.33 -0.50 -2.01  -0.16
C -2.77 -1.85 -2.01  0.12
C -2.30 -2.76 -1.11  -0.21
C -2.72 -4.20 -1.14  -0.03
C -1.39 -2.26 -0.16  -0.47
S -0.53 -3.42 0.86  0.77
C -2.75 0.43 -3.13  -0.54
C -2.26 1.86 -2.90  -0.05
C -4.28 0.43 -3.26  -0.02
C -2.11 -0.13 -4.41  -0.01
N -0.93 -0.06 2.23  0.10
N -0.56 1.02 1.52  0.27
C -0.73 2.25 1.96  -0.06
C -1.47 2.34 3.17  0.14
C -1.95 1.25 3.86  -0.17
C -2.77 1.38 5.10  -0.01
C -1.60 -0.05 3.35  -0.57
S -2.07 -1.51 4.15  0.79
C -0.10 3.41 1.22  -0.52
C 1.42 3.17 1.24  0.00
C -0.61 3.40 -0.22  -0.02
C -0.43 4.73 1.90  -0.03
C 2.08 -1.25 1.75  -0.52
S 1.56 -1.48 3.42  0.76
C 3.31 -0.13 -2.16  -0.54
C 2.13 0.45 -2.94  -0.05
C 3.90 -1.33 -2.92  -0.02
C 4.38 0.95 -1.97  -0.01
H 5.35 -2.32 1.88  0.10
H 4.00 -3.14 2.69  0.10
H 4.52 -1.55 3.24  0.10
H 4.80 -1.40 -0.22  0.15
H -3.49 -2.16 -2.75  0.14
H -3.40 -4.38 -1.96  0.10
H -3.22 -4.47 -0.21  0.10
H -1.86 -4.86 -1.25  0.09
H -2.70 2.29 -2.00  0.08
H -2.56 2.47 -3.74  0.11
H -1.17 1.90 -2.82  0.07
H -4.77 0.71 -2.33  0.10
H -4.67 -0.54 -3.58  0.09
H -4.57 1.16 -4.02  0.11
H -1.02 -0.18 -4.33  0.09
H -2.35 0.54 -5.25  0.11
H -2.50 -1.12 -4.67  0.09
H -1.67 3.33 3.56  0.14
H -2.87 2.41 5.40  0.11
H -2.32 0.80 5.91  0.10
H -3.77 0.96 4.93  0.12
H 1.69 2.26 0.69  0.07
H 1.82 3.11 2.25  0.10
H 1.91 4.02 0.75  0.11
H -0.39 2.46 -0.72  0.06
H -0.13 4.21 -0.77  0.11
H -1.69 3.57 -0.26  0.10
H -0.04 4.79 2.92  0.10
H -1.50 4.93 1.92  0.10
H 0.03 5.54 1.33  0.11
H 1.33 -0.29 -3.06  0.08
H 2.47 0.74 -3.93  0.10
H 1.71 1.33 -2.45  0.08
H 3.16 -2.13 -3.04  0.10
H 4.78 -1.74 -2.43  0.09
H 4.21 -1.00 -3.91  0.11
H 4.00 1.80 -1.40  0.09
H 4.70 1.31 -2.95  0.11
H 5.27 0.57 -1.46  0.09
F 0.59 -4.95 5.17  0.15
C 0.07 -4.98 3.96  -0.74
F 0.97 -5.45 3.09  0.11
F -1.01 -5.74 3.94  0.15

Output
- HOMO: -18.24 eV
- E: -3151.3284 a.u.
- M: 742.380 g/mol
- Net charge: +3
- Maximum force: 0.61 eV Å⁻¹

***

# 8
8 unconnected molecules or ions with the total composition C40H74N7O3P. Source: the OMol25 dataset; level of theory: wB97M-V/def2-TZVPD.

Last column: Löwdin charge in e.
Geometry (Å):
C -1.52 1.59 -0.29  -0.17
C -1.84 0.03 -0.67  -0.28
C -3.08 -0.63 0.24  -0.22
C -3.06 -2.25 -0.13  -0.23
C -3.48 -3.23 1.12  -0.21
C -4.79 -4.17 0.68  -0.21
C -5.66 -4.41 2.05  -0.22
C -7.17 -4.99 1.82  -0.19
C -7.86 -4.62 0.38  -0.18
C -8.34 -3.06 0.22  -0.53
C -9.72 -2.84 1.09  -0.05
O -7.37 -2.06 0.69  -0.15
C -7.45 -0.80 -0.07  -0.17
O -8.11 0.23 0.53  -0.04
P -8.81 -2.84 -1.65  0.79
O -9.97 -3.91 -1.99  -0.53
H -2.46 2.08 0.19  0.07
H -0.57 1.68 0.43  0.08
H -1.22 2.19 -1.27  0.05
H -2.07 -0.12 -1.83  0.11
H -0.89 -0.65 -0.44  0.10
H -4.08 -0.16 -0.21  0.09
H -2.97 -0.41 1.38  0.11
H -1.98 -2.57 -0.51  0.11
H -3.76 -2.36 -1.08  0.11
H -3.86 -2.53 2.00  0.10
H -2.59 -3.86 1.55  0.11
H -4.31 -5.19 0.29  0.13
H -5.34 -3.56 -0.16  0.08
H -5.06 -5.21 2.70  0.12
H -5.74 -3.45 2.75  0.11
H -7.85 -4.64 2.74  0.12
H -7.16 -6.18 1.89  0.08
H -7.19 -4.96 -0.54  0.12
H -8.84 -5.29 0.30  0.13
H -10.52 -2.41 0.34  0.08
H -10.10 -3.88 1.46  0.09
H -9.49 -2.07 1.96  0.11
H -6.91 -0.71 -1.11  0.13
H -7.71 -3.15 -2.54  0.03
H -9.42 -1.54 -1.92  0.03
C 2.29 2.96 -4.03  -0.12
C 3.21 3.57 -2.98  -0.28
C 2.77 3.26 -1.55  -0.20
C 1.38 3.82 -1.31  -0.15
N 0.23 4.29 -1.11  0.11
H 1.28 3.36 -3.96  0.07
H 2.66 3.18 -5.04  0.07
H 2.24 1.87 -3.92  0.08
H 3.25 4.65 -3.13  0.11
H 4.23 3.19 -3.13  0.11
H 3.47 3.70 -0.84  0.09
H 2.76 2.17 -1.38  0.11
C -10.40 -8.47 3.68  -0.11
C -9.74 -9.81 3.99  -0.28
C -8.24 -9.68 4.27  -0.19
C -7.54 -9.11 3.05  -0.15
N -6.95 -8.64 2.04  0.11
H -9.99 -8.01 2.77  0.07
H -11.47 -8.60 3.51  0.07
H -10.27 -7.76 4.51  0.08
H -9.91 -10.49 3.14  0.11
H -10.23 -10.25 4.86  0.11
H -7.82 -10.67 4.50  0.11
H -8.06 -9.03 5.13  0.12
C 4.14 5.25 2.93  -0.12
C 4.61 4.16 3.89  -0.27
C 5.72 3.29 3.30  -0.19
C 5.23 2.59 2.04  -0.15
N 4.82 2.01 1.00  0.11
H 3.71 4.82 2.01  0.07
H 3.36 5.86 3.40  0.08
H 4.97 5.90 2.64  0.00
H 3.75 3.53 4.16  0.11
H 4.97 4.63 4.81  0.11
H 6.03 2.53 4.03  0.11
H 6.60 3.90 3.06  0.10
C 8.24 5.89 -1.10  -0.12
C 9.16 6.50 -0.05  -0.27
C 8.72 6.19 1.38  -0.19
C 7.33 6.76 1.62  -0.13
N 6.17 7.22 1.82  0.12
H 7.22 6.30 -1.03  0.07
H 8.61 6.12 -2.11  0.07
H 8.19 4.80 -0.99  0.03
H 9.20 7.59 -0.20  0.11
H 10.17 6.12 -0.21  0.10
H 9.42 6.64 2.09  0.11
H 8.70 5.11 1.55  0.11
C 11.85 3.93 -2.76  -0.11
C 11.84 2.41 -2.84  -0.27
C 10.43 1.83 -2.92  -0.18
C 9.65 2.21 -1.67  -0.13
N 9.00 2.53 -0.64  0.12
H 11.36 4.29 -1.85  0.06
H 12.88 4.31 -2.74  0.07
H 11.35 4.38 -3.63  0.08
H 12.37 2.01 -1.97  0.12
H 12.40 2.10 -3.73  0.11
H 10.48 0.74 -2.99  0.08
H 9.90 2.20 -3.80  0.12
C 8.85 -2.78 1.42  -0.12
C 8.58 -1.29 1.24  -0.27
C 8.23 -0.92 -0.20  -0.19
C 9.38 -1.28 -1.12  -0.16
N 10.34 -1.58 -1.89  0.10
H 9.71 -3.11 0.83  0.07
H 9.07 -3.00 2.47  0.07
H 7.98 -3.37 1.13  0.08
H 9.47 -0.73 1.56  0.11
H 7.76 -0.99 1.90  0.11
H 8.03 0.16 -0.27  0.08
H 7.33 -1.45 -0.52  0.12
C -7.36 3.67 -2.51  -0.11
C -7.41 3.14 -3.94  -0.28
C -7.42 1.61 -4.00  -0.19
C -6.16 1.06 -3.36  -0.15
N -5.11 0.60 -2.83  0.12
H -6.44 3.37 -2.00  0.07
H -7.38 4.77 -2.52  0.07
H -8.21 3.32 -1.93  0.08
H -6.54 3.52 -4.49  0.11
H -8.30 3.53 -4.43  0.11
H -7.47 1.28 -5.04  0.11
H -8.29 1.21 -3.47  0.11

Output
- HOMO: -9.44 eV
- SMILES: CCCCCCCCC[C@@](C)(OC=O)[PH2]=O.CCCC#N.CCCC#N.CCCC#N.CCCC#N.CCCC#N.CCCC#N.CCCC#N
- E: -2518.3943 a.u.
- M: 732.052 g/mol
- Maximum force: 10.27 eV Å⁻¹